(1)
C4H11NS | ωB97M-V with the def2-TZVPD basis set

```
17
Properties=species:S:1:pos:R:3:forces:R:3:mulliken_charge:R:1
C -0.923 0.884 1.821 1.203 1.410 -1.674 -1.274
C -0.727 0.631 0.321 2.621 -1.147 -1.508 0.232
C 0.414 -0.622 -0.007 -0.136 0.549 4.018 -1.027
C 0.471 -1.027 -1.425 0.231 0.327 -0.992 -0.412
S 1.411 -2.527 -1.942 0.276 2.089 -1.324 0.219
N -0.111 1.708 -0.477 0.416 2.241 1.415 -0.644
H -0.031 1.473 2.105 -0.252 -0.549 0.353 0.340
H -0.962 -0.051 2.320 -0.365 -0.595 0.892 0.353
H -1.762 1.568 1.999 -0.106 -0.583 -0.011 0.369
H -1.612 0.357 -0.233 -0.592 -0.448 0.244 0.326
H 1.462 -0.342 0.415 -1.736 -0.050 -0.896 0.404
H 0.134 -1.448 0.678 -0.133 0.145 -0.547 0.476
H -0.523 -1.018 -1.876 -0.220 -0.669 -0.192 0.449
H 1.009 -0.284 -2.017 0.134 -0.016 -0.177 0.376
H 1.126 -3.533 -1.185 -0.828 -1.058 1.501 0.263
H -0.295 2.695 -0.025 0.565 -2.542 -1.271 0.284
H 0.917 1.537 -0.471 -1.079 0.897 0.168 0.265
```
Forces are in eV/Å.

Its energy above the lowest of the compared OMol25 structures with the same formula, charge and spin is 176.6 kJ/mol. As for the total charge: +1. The lowest unoccupied orbital energy (alpha / beta) is -3.70 / -9.19 eV. Its multiplicity is 2. For the frontier orbital gap (alpha / beta), the calculation gives 9.450 / 3.878 eV. For the calculated total energy, the calculation gives -611.56112 Eh.


(2)
C4H11NS2 | ωB97M-V with the def2-TZVPD basis set

```
18
Properties=species:S:1:pos:R:3:forces:R:3:mulliken_charge:R:1
S -3.103 0.136 -1.309 0.836 -1.081 0.129 -0.270
S -0.797 -1.755 -0.054 -1.756 0.971 0.466 -0.030
C -0.130 0.002 -0.004 1.298 -3.165 -1.050 -1.208
C 1.339 0.001 0.352 0.787 1.101 2.455 0.210
C 1.252 0.015 2.016 0.834 -1.873 -3.466 -1.176
N 1.992 1.179 -0.234 -1.052 -1.985 0.883 -0.297
C 3.201 1.746 0.408 -1.038 0.539 -0.112 -0.868
H -2.253 -1.011 -0.685 0.020 -0.182 0.689 0.099
H -0.254 -0.287 -1.021 0.324 2.637 -1.860 0.556
H -0.761 0.723 0.470 -0.336 0.216 0.136 0.428
H 2.001 -0.816 0.031 -1.039 -0.605 0.157 0.349
H 1.392 1.050 2.277 -0.154 0.009 0.836 0.351
H 0.286 -0.481 2.145 0.116 0.660 0.981 0.407
H 2.023 -0.730 2.271 -0.084 0.881 0.791 0.288
H 1.217 1.673 -0.659 1.110 1.383 0.190 0.238
H 3.826 1.861 -0.473 0.574 1.281 0.461 0.343
H 2.924 2.610 1.069 0.672 -0.097 -1.117 0.285
H 3.825 1.146 1.104 -1.112 -0.690 -0.570 0.297
```
Forces are in eV/Å.

Its energy above the lowest of the compared OMol25 structures with the same formula, charge and spin is 713.8 kJ/mol. The lowest unoccupied orbital energy is -3.79 eV. For the frontier orbital gap, the calculation gives 4.859 eV. For the calculated total energy, the calculation gives -1009.86653 Eh.


(3)
C4H11NS2 | ωB97M-V with the def2-TZVPD basis set

```
18
Properties=species:S:1:pos:R:3:forces:R:3:mulliken_charge:R:1
N -1.786 -1.169 2.227 -0.058 0.071 0.029 -0.562
C -0.668 -1.579 1.401 0.138 -0.125 0.082 -0.689
C -0.881 -1.501 -0.105 0.028 0.031 0.019 -0.499
S -1.251 0.163 -0.777 -0.073 0.028 0.215 -0.108
S -0.123 1.452 0.345 -0.031 -0.164 -0.182 -0.132
C 1.489 1.412 -0.493 0.051 -0.023 -0.126 -0.397
C 1.460 1.983 -1.904 0.069 -0.013 0.231 -1.082
H -2.007 -0.193 2.067 0.013 -0.029 0.011 0.243
H -2.615 -1.703 1.995 -0.011 0.021 0.015 0.245
H -0.418 -2.614 1.644 -0.074 -0.081 -0.037 0.378
H 0.212 -1.007 1.691 -0.024 0.154 -0.036 0.334
H -1.755 -2.106 -0.363 0.009 0.105 -0.145 0.361
H -0.023 -1.908 -0.639 0.080 -0.045 0.007 0.308
H 1.867 0.385 -0.490 -0.050 0.136 0.048 0.264
H 2.142 2.008 0.147 -0.002 -0.016 0.079 0.380
H 1.063 2.998 -1.900 0.036 0.027 0.008 0.288
H 2.476 2.004 -2.309 -0.138 -0.036 -0.088 0.351
H 0.820 1.375 -2.537 0.036 -0.040 -0.130 0.316
```
Forces are in eV/Å.

Its energy above the lowest of the compared OMol25 structures with the same formula, charge and spin is 0.0 kJ/mol. The lowest unoccupied orbital energy is 0.76 eV. Its SMILES is CCSSCCN. For the frontier orbital gap, the calculation gives 9.660 eV. For the calculated total energy, the calculation gives -1010.13838 Eh.


(4)
C4H11NS2 | ωB97M-V with the def2-TZVPD basis set

```
18
Properties=species:S:1:pos:R:3:forces:R:3:mulliken_charge:R:1
C -2.044 -0.918 1.401 -0.134 -1.313 -0.939 -0.528
C 1.982 0.772 -1.587 0.039 0.178 0.037 -1.189
C -1.417 0.387 1.440 -0.857 1.264 2.011 -0.662
C 1.176 0.719 -0.290 1.312 -0.306 0.115 -0.223
N -0.173 0.434 -0.532 -0.246 -0.259 -1.714 -0.179
S 2.049 -0.423 0.914 -0.342 0.329 0.053 -0.123
S -0.560 -0.975 -1.278 1.012 0.565 -1.230 -0.166
H -1.709 -1.560 2.211 -0.135 -0.120 0.210 0.263
H -3.130 -0.857 1.369 -0.173 -0.077 0.200 0.277
H -1.741 -1.435 0.452 -0.745 0.037 1.387 0.089
H 1.512 1.477 -2.272 -0.009 0.044 -0.098 0.342
H 3.002 1.088 -1.387 0.067 0.026 0.017 0.357
H 1.998 -0.209 -2.060 0.036 0.013 0.004 0.379
H -1.941 1.260 1.098 -0.012 0.103 -0.106 0.273
H -0.538 0.547 2.041 0.213 0.044 -0.071 0.367
H 1.214 1.685 0.223 0.015 -0.094 0.002 0.407
H 1.989 -1.496 0.129 0.057 -0.228 -0.182 0.111
H -1.669 -0.495 -1.874 -0.100 -0.204 0.303 0.205
```
Forces are in eV/Å.

Its energy above the lowest of the compared OMol25 structures with the same formula, charge and spin is 170.1 kJ/mol. The lowest unoccupied orbital energy (alpha / beta) is 0.54 / -1.36 eV. Its multiplicity is 3. For the frontier orbital gap (alpha / beta), the calculation gives 6.614 / 7.796 eV. For the calculated total energy, the calculation gives -1009.94845 Eh.